13
Properties=species:S:1:pos:R:3 method="wB97M-V/def2-TZVPD" smiles="C=CO.O.O" charge=0
H 0.4458 1.6180 1.1794
H 0.3137 -2.2897 -1.0809
O 0.7613 -2.5727 -0.2714
H -2.3990 -0.5013 -0.6277
C -1.0040 0.5457 0.5044
H 1.1945 0.4912 -0.2379
H -0.5202 -0.2724 1.0289
O -0.4543 1.7671 0.8733
C -2.0454 0.4641 -0.2931
H 2.4910 1.0988 -0.7450
H -2.4855 1.3261 -0.7705
H 0.1163 -3.0409 0.2684
O 2.0284 0.2516 -0.6546

=====

32
Properties=species:S:1:pos:R:3 method="wB97M-V/def2-TZVPD" smiles="O=C1c2ccccc2C(=O)c2cc(C[C@@H]3CO3)ccc21" charge=0
H 1.3222 1.9051 2.6769
C 1.1863 -0.2934 -1.6381
C 2.2819 -4.0751 -1.1101
C 2.6244 0.0125 0.8724
C 1.6600 -2.8685 -1.6932
C -0.4876 2.4425 1.4682
H 3.4610 -4.7968 0.6032
H -4.0347 1.6625 -1.5659
C 0.5937 0.6762 -0.5634
C 1.8183 -1.5951 -1.0389
H -1.1999 1.2292 -1.7896
H -4.1001 1.1852 1.7246
C 2.5564 -1.4120 0.2310
C 3.1531 -2.5951 0.8130
C -2.5696 2.9115 -0.0840
H -3.0814 3.3313 0.8121
H 2.2085 -5.0760 -1.6003
H 3.7293 -2.5544 1.7635
C -1.2034 2.2306 0.2199
H -5.2507 0.3157 0.5176
O 3.5966 0.4403 1.4410
O 1.1625 -0.0753 -2.8234
O -3.3333 0.3977 0.1577
C -4.5825 1.1948 0.7098
C 1.3116 0.8466 0.7080
C 0.7865 1.7379 1.7135
C 3.0059 -3.8916 0.1447
C -0.6539 1.3523 -0.8299
H -0.8994 3.1082 2.2656
H 1.0822 -3.0007 -2.6312
C -3.5967 1.6653 -0.5044
H -2.5472 3.5884 -0.9704

=====

21
Properties=species:S:1:pos:R:3 method="wB97M-V/def2-TZVPD" smiles=CCCO.O.O.O charge=0
H -1.0353 1.6611 -1.0721
H -3.9187 -0.1647 0.2070
C 2.5985 0.7337 1.1510
H -1.0839 -0.4545 0.5516
H -0.7208 -0.8172 -2.2731
H 1.3667 -1.4274 -0.3760
C 1.2257 0.6096 0.5290
H -3.3083 0.1118 1.5071
O -1.8942 1.2544 -1.2315
H -1.9387 0.5894 -0.5356
H 3.3633 0.3115 0.4994
H 2.6254 0.2221 2.1132
O 0.0294 -0.7261 -2.8667
H 1.0916 0.9866 -0.4832
H 0.9531 -1.4271 1.3634
O -3.4427 -0.6364 0.9072
H 0.3877 0.8872 1.1742
O -0.5405 -1.0388 0.0169
H 0.5202 -1.5467 -2.9271
H 2.8895 1.7701 1.3339
C 0.8318 -0.8986 0.4114

=====

16
Properties=species:S:1:pos:R:3 method="wB97M-V/def2-TZVPD" charge=0
O -2.4086 -0.4572 -0.9627
O 2.8214 -0.7920 -0.1679
N -0.8891 1.4952 -0.1198
H -0.1738 1.5794 -0.7766
C 0.6945 -0.2247 0.8569
H -0.7034 2.3609 0.5485
C -1.5312 -0.8843 -0.2438
C -0.6484 0.2438 0.5861
H 2.9155 -0.8645 -0.9424
O 1.2020 0.0088 -1.4969
O -1.3396 -2.0110 0.0592
H -1.1101 0.0331 1.3353
H 1.3429 0.6812 1.7715
H 0.5658 -1.3653 1.1046
H -2.3188 0.5243 -1.0860
C 1.5809 -0.3279 -0.4660

=====

The calculation returns the following E_HOMO values, one per record and in order: -9.59 -9.20 -10.42 -9.58 eV.
The calculation returns the following gap between HOMO and LUMO values, one per record and in order: 10.20 8.67 10.83 10.05 eV.